# 1
{"formula": "C4H8NOP", "method": "ωB97M-V with the def2-TZVPD basis set", "species": ["C", "C", "C", "C", "N", "O", "P", "H", "H", "H", "H", "H", "H", "H", "H"], "positions_angstrom": [[-0.8726, 1.0117, -0.3841], [0.8385, 1.1288, 0.6322], [-2.2100, -0.9582, 0.0871], [2.1101, 0.6334, 0.0852], [-1.9416, 0.3967, -0.4247], [-0.0846, 1.9541, -0.3522], [1.8858, -1.1157, -0.6645], [0.4660, 1.5464, 1.6445], [-2.0589, -1.8036, -0.6616], [-3.2900, -1.0553, 0.6223], [-1.5187, -1.2270, 0.9231], [2.8193, 0.5570, 0.8271], [2.3619, 1.1006, -0.8898], [0.7865, -0.6682, -1.5733], [0.7083, -1.5006, 0.1288]], "homo_ha": -0.2641, "molar_mass_g_mol": 117.1, "spin_multiplicity": 1}

# 2
{"formula": "C4H8NOP", "method": "ωB97M-V with the def2-TZVPD basis set", "species": ["C", "C", "C", "C", "N", "O", "P", "H", "H", "H", "H", "H", "H", "H", "H"], "positions_angstrom": [[-1.0497, -1.2948, -0.0734], [0.1902, -1.2644, -0.6423], [-1.5641, -0.1020, 0.7211], [-0.3171, 0.9399, 0.7227], [1.8985, 1.1659, -1.0943], [2.2736, -0.3400, 1.0219], [1.1790, 0.0487, 0.0567], [-1.7876, -2.0904, -0.2621], [0.4291, -2.1675, -1.2774], [-2.4994, 0.2924, 0.3010], [-1.7650, -0.3070, 1.8278], [-0.6448, 1.8790, 0.1517], [-0.1022, 1.1533, 1.8244], [1.0527, 1.2672, -1.6725], [2.7069, 0.8200, -1.6055]], "smiles": "N[P@]1(=O)C=CCC1", "homo_ha": -0.3609, "molar_mass_g_mol": 117.1, "spin_multiplicity": 1}

# 3
{"formula": "C4H8NOP", "method": "ωB97M-V with the def2-TZVPD basis set", "species": ["C", "C", "C", "C", "N", "O", "P", "H", "H", "H", "H", "H", "H", "H", "H"], "positions_angstrom": [[0.4589, -0.2476, 1.3114], [-0.8585, -0.0280, 1.3029], [1.4403, -0.4493, 0.1858], [1.0483, -0.7310, -1.2558], [-2.2991, 1.0927, -0.7004], [-3.2869, -1.0988, 0.3054], [-2.0243, -0.4629, -0.1099], [1.0903, -0.0380, 2.1649], [-1.4963, 0.0547, 2.1713], [1.9866, 0.4746, 0.0535], [2.2412, -1.0957, 0.4073], [1.0366, 0.0552, -2.1076], [1.1639, -1.6730, -1.7720], [-1.2951, 1.5428, -0.7693], [-3.0302, 1.3858, -1.1984]], "homo_ha": [-0.2720, -0.3692], "s2": 2.0076, "molar_mass_g_mol": 117.1, "spin_multiplicity": 3}

Record-wise max |F| values, in hartree/bohr: 0.0974, 0.0582, 0.1498